Entry 1:
207
Properties=species:S:1:pos:R:3 method="wB97M-V/def2-TZVPD" smiles=CC1(C)CCCC(C)(C)N1O.CC1(C)CCCC(C)(C)N1O.COC[C@H](C)N.COC[C@H](C)N.COC[C@H](C)N.COCCNCCOC.COCCNCCOC.COCCNCCOC.COCCNCCOC spin_multiplicity=1 homo_lumo_gap_ev=8.425 lumo_energy_ev=0.35
C -5.676 -4.555 3.162
C -5.214 -4.568 1.696
C -4.292 -3.395 1.384
C -4.409 -5.872 1.419
C -5.220 -7.111 1.012
C -6.304 -6.709 -0.040
C -7.243 -5.563 0.353
C -7.977 -5.241 -0.963
C -8.234 -5.979 1.426
N -6.337 -4.482 0.755
O -6.984 -3.224 0.920
H -6.368 -3.712 3.233
H -5.951 -5.534 3.544
H -4.896 -4.194 3.843
H -4.027 -3.419 0.324
H -4.743 -2.439 1.646
H -3.324 -3.487 1.884
H -3.587 -5.697 0.722
H -3.930 -6.180 2.354
H -4.551 -7.805 0.511
H -5.774 -7.472 1.880
H -6.875 -7.636 -0.125
H -5.712 -6.487 -0.928
H -8.815 -4.569 -0.763
H -8.399 -6.139 -1.409
H -7.271 -4.737 -1.624
H -8.889 -5.149 1.708
H -7.743 -6.371 2.316
H -9.000 -6.701 1.127
H -6.720 -2.778 0.102
C -2.058 0.727 -1.222
C -0.890 -0.062 -0.640
C -1.320 -0.931 0.538
C -0.303 -0.945 -1.752
C 0.989 -1.686 -1.438
C 2.049 -0.635 -1.205
C 1.634 0.390 -0.109
C 1.995 -0.219 1.257
C 2.662 1.535 -0.387
N 0.275 0.842 -0.342
O -0.097 1.964 0.443
H -1.822 1.387 -2.057
H -2.807 0.033 -1.608
H -2.495 1.272 -0.383
H -0.537 -1.656 0.757
H -1.350 -0.377 1.481
H -2.271 -1.444 0.398
H -1.088 -1.676 -1.989
H -0.213 -0.330 -2.651
H 0.901 -2.282 -0.523
H 1.238 -2.435 -2.192
H 2.267 -0.093 -2.130
H 2.997 -1.145 -1.012
H 1.959 0.555 2.027
H 2.981 -0.684 1.299
H 1.338 -1.044 1.541
H 3.664 1.279 -0.047
H 2.400 2.406 0.226
H 2.666 1.866 -1.422
H -0.188 2.597 -0.280
C -5.327 4.862 -3.155
O -5.710 3.779 -2.327
C -6.281 4.157 -1.097
C -5.441 4.951 -0.099
C -4.120 4.193 0.225
N -6.183 5.080 1.152
H -5.151 4.465 -4.155
H -4.351 5.222 -2.813
H -6.107 5.626 -3.179
H -7.268 4.604 -1.275
H -6.458 3.214 -0.565
H -5.200 5.941 -0.494
H -3.534 4.105 -0.686
H -4.432 3.197 0.551
H -3.731 4.692 1.109
H -7.067 5.579 1.081
H -6.535 4.137 1.330
C 3.368 -3.984 -4.873
O 4.507 -4.538 -4.288
C 5.026 -5.678 -4.971
C 6.256 -6.312 -4.343
C 7.056 -7.300 -5.193
N 5.922 -6.940 -3.073
H 2.662 -4.702 -5.312
H 3.524 -3.378 -5.777
H 2.883 -3.394 -4.100
H 4.210 -6.379 -5.184
H 5.285 -5.205 -5.934
H 6.978 -5.511 -4.151
H 6.499 -8.197 -5.475
H 7.880 -7.674 -4.582
H 7.533 -6.855 -6.066
H 5.138 -6.444 -2.661
H 5.621 -7.904 -3.144
C 1.606 5.208 4.974
O 0.257 5.319 4.535
C -0.198 4.274 3.713
C -0.665 3.047 4.491
C -1.413 2.041 3.606
N -1.693 3.422 5.531
H 1.806 6.014 5.668
H 2.245 5.102 4.086
H 1.662 4.200 5.413
H -1.103 4.642 3.221
H 0.519 3.972 2.940
H 0.170 2.582 5.020
H -1.658 1.094 4.089
H -0.837 1.835 2.703
H -2.416 2.400 3.359
H -2.546 3.537 4.993
H -1.425 4.368 5.805
C -6.918 -2.627 -4.732
O -5.563 -2.721 -4.280
C -5.243 -2.132 -3.022
C -5.933 -0.846 -2.531
N -7.079 -1.261 -1.719
C -7.541 -0.154 -0.872
C -8.647 0.695 -1.562
O -9.771 -0.087 -1.935
C -10.414 -0.643 -0.829
H -7.195 -3.271 -5.563
H -7.178 -1.611 -5.037
H -7.529 -2.913 -3.871
H -4.193 -1.926 -3.275
H -5.101 -2.813 -2.175
H -6.278 -0.277 -3.400
H -5.118 -0.377 -1.985
H -7.877 -1.513 -2.292
H -6.754 0.496 -0.486
H -7.916 -0.606 0.052
H -8.207 1.085 -2.480
H -8.908 1.520 -0.893
H -9.901 -1.417 -0.248
H -11.362 -1.083 -1.146
H -10.767 0.038 -0.040
C 5.289 4.127 -6.249
O 6.295 3.788 -5.321
C 6.045 4.228 -4.004
C 4.927 3.533 -3.204
N 5.267 2.221 -2.686
C 5.484 1.145 -3.708
C 6.418 0.105 -3.058
O 7.777 0.464 -2.998
C 8.423 0.557 -4.234
H 4.283 3.816 -5.949
H 5.524 3.577 -7.157
H 5.249 5.203 -6.441
H 5.820 5.302 -4.080
H 6.946 4.165 -3.388
H 4.029 3.467 -3.822
H 4.753 4.265 -2.411
H 6.262 2.206 -2.448
H 5.931 1.524 -4.628
H 4.585 0.561 -3.916
H 6.187 -0.888 -3.458
H 6.115 0.068 -2.007
H 9.433 0.923 -4.085
H 7.904 1.142 -5.006
H 8.417 -0.397 -4.788
C 4.852 2.946 2.531
O 6.035 3.656 2.802
C 7.037 3.488 1.839
C 8.335 4.280 2.188
N 8.232 5.746 2.199
C 7.252 6.340 3.153
C 7.243 7.840 2.912
O 6.040 8.456 3.361
C 4.915 8.311 2.558
H 4.992 1.942 2.951
H 4.692 2.812 1.454
H 3.846 3.208 2.863
H 6.706 3.850 0.856
H 7.369 2.454 1.686
H 9.112 3.923 1.513
H 8.580 3.937 3.198
H 7.915 5.988 1.264
H 7.558 6.045 4.153
H 6.271 5.960 2.883
H 7.348 8.167 1.874
H 7.969 8.241 3.620
H 3.948 8.498 3.025
H 4.847 7.313 2.106
H 4.956 9.019 1.716
C 2.934 1.650 5.211
O 2.909 0.380 4.593
C 3.894 -0.491 5.049
C 4.016 -1.821 4.307
N 3.067 -2.862 4.709
C 1.850 -3.014 3.893
C 2.036 -3.834 2.630
O 0.969 -4.757 2.287
C -0.319 -4.246 2.510
H 2.558 2.432 4.552
H 3.957 1.968 5.436
H 2.341 1.608 6.128
H 3.989 -0.658 6.134
H 4.877 -0.015 4.872
H 5.035 -2.120 4.576
H 3.997 -1.721 3.218
H 2.683 -2.403 5.532
H 1.355 -2.043 3.764
H 1.149 -3.514 4.565
H 2.856 -4.539 2.778
H 2.150 -3.341 1.659
H -0.640 -4.138 3.548
H -1.103 -4.808 1.998
H -0.464 -3.265 2.037

---

Entry 2:
92
Properties=species:S:1:pos:R:3 method="wB97M-V/def2-TZVPD" spin_multiplicity=2 homo_lumo_gap_ev="7.657 / 5.724" lumo_energy_ev="-6.24 / -8.06" total_charge=+2
Ir -0.321 -1.174 0.180
C -0.317 -4.152 -1.988
C -1.232 -3.250 -1.206
C -1.488 -3.531 0.169
C -1.012 -4.832 0.749
C -2.276 -2.655 0.928
C -2.505 -2.923 2.393
C -2.931 -1.562 0.294
C -3.950 -0.757 1.055
C -2.667 -1.287 -1.049
C -3.283 -0.089 -1.716
C -1.848 -2.162 -1.816
C -1.720 -1.936 -3.296
H -0.876 -4.974 -2.442
H 0.448 -4.586 -1.347
H 0.185 -3.612 -2.788
H 0.013 -4.768 1.124
H -1.026 -5.607 -0.015
H -1.650 -5.157 1.565
H -3.375 -3.569 2.535
H -2.679 -1.997 2.936
H -1.646 -3.414 2.844
H -3.494 0.101 1.557
H -4.431 -1.366 1.816
H -4.726 -0.388 0.390
H -4.222 -0.362 -2.204
H -2.618 0.317 -2.479
H -3.501 0.698 -0.999
H -0.911 -1.234 -3.522
H -2.637 -1.515 -3.701
H -1.523 -2.867 -3.821
O 0.160 0.148 -1.171
As 0.813 1.730 -1.367
C 0.421 2.058 -3.190
C 0.951 1.172 -4.129
C 0.567 1.279 -5.454
C -0.343 2.260 -5.835
C -0.843 3.158 -4.903
C -0.466 3.059 -3.570
C 2.680 1.760 -1.052
C 3.460 2.675 -1.755
C 4.824 2.724 -1.512
C 5.393 1.868 -0.576
C 4.607 0.965 0.127
C 3.241 0.909 -0.105
C -0.070 2.958 -0.230
C -1.464 3.011 -0.239
C -2.113 3.928 0.569
C -1.372 4.784 1.378
C 0.013 4.721 1.390
C 0.675 3.802 0.587
H 1.676 0.424 -3.827
H 0.983 0.607 -6.194
H -0.661 2.324 -6.867
H -1.520 3.941 -5.214
H -0.843 3.769 -2.845
H 3.014 3.338 -2.488
H 5.442 3.429 -2.049
H 6.459 1.908 -0.395
H 5.057 0.306 0.858
H 2.619 0.220 0.453
H -2.031 2.347 -0.880
H -3.193 3.990 0.561
H -1.882 5.505 2.003
H 0.582 5.391 2.021
H 1.757 3.752 0.592
F 5.076 -3.743 0.510
C 3.836 -3.282 0.400
C 2.997 -3.361 1.501
C 1.712 -2.862 1.391
C 1.286 -2.277 0.190
C 2.154 -2.231 -0.913
C 3.434 -2.741 -0.812
H 3.356 -3.806 2.419
H 1.044 -2.922 2.242
H 1.823 -1.811 -1.855
H 4.123 -2.714 -1.646
C -1.797 1.083 4.703
C -0.347 0.998 4.201
C 0.252 2.405 4.080
C 0.495 0.144 5.162
C -0.330 0.351 2.882
C -0.325 -0.247 1.821
H -1.811 1.541 5.692
H -2.244 0.091 4.776
H -2.405 1.693 4.033
H 0.226 2.895 5.054
H -0.318 3.007 3.372
H 1.288 2.360 3.743
H 0.466 0.595 6.155
H 1.533 0.095 4.834
H 0.104 -0.871 5.232

---

Table of energy above the lowest of the compared OMol25 structures with the same formula, charge and spin (kcal/mol), in record order: 0.0; 24.8